Here is a structure of composition C39H35Cl8GeN5O2PSV from OMol25. Energies are from wB97M-V/def2-TZVPD.

Last column: Mulliken charge in e.
Atoms and positions in Å:
V1 0.536 2.366 0.544  -1.324
C1 4.406 -1.910 2.988  -0.915
C2 3.072 -2.241 3.198  -0.919
C3 2.134 -1.919 2.235  -0.464
C4 2.524 -1.265 1.062  0.963
C5 3.861 -0.937 0.856  -0.729
C6 4.797 -1.266 1.825  -0.583
P1 1.252 -0.908 -0.158  0.913
C7 1.071 -2.423 -1.141  -0.004
C8 1.899 -3.520 -0.923  -0.494
C9 1.705 -4.698 -1.638  -0.755
C10 0.691 -4.780 -2.577  -0.836
C11 -0.132 -3.680 -2.808  -0.817
C12 0.054 -2.513 -2.093  0.262
C13 1.856 0.369 -1.307  0.389
C14 2.336 -0.065 -2.549  -0.716
C15 3.004 0.829 -3.369  -0.955
C16 3.203 2.135 -2.933  -0.853
C17 2.681 2.556 -1.720  0.120
C18 1.941 1.711 -0.891  0.340
H1 5.142 -2.137 3.748  0.388
H2 2.761 -2.721 4.117  0.475
H3 1.089 -2.161 2.404  0.675
H4 4.165 -0.402 -0.034  0.598
H5 5.832 -0.987 1.680  0.444
H6 2.705 -3.460 -0.202  0.502
H7 2.359 -5.541 -1.463  0.456
H8 0.545 -5.693 -3.139  0.412
H9 -0.919 -3.741 -3.548  0.462
H10 -0.605 -1.668 -2.255  0.191
H11 2.241 -1.094 -2.864  0.418
H12 3.399 0.503 -4.322  0.438
H13 3.768 2.827 -3.545  0.403
H14 2.849 3.582 -1.410  0.563
Cl1 3.186 4.888 2.153  -0.377
Ge1 2.767 2.741 1.829  1.479
Cl2 4.749 2.204 1.002  -0.364
Cl3 3.017 1.851 3.856  -0.348
O1 -3.147 1.165 -1.015  -0.838
C19 -2.089 1.730 -1.284  -0.077
O2 -1.068 1.882 -0.554  0.717
C20 -1.898 2.219 -2.727  -0.982
N1 -3.191 1.930 -3.450  0.195
C21 -2.881 1.173 -4.719  -0.757
C22 -1.383 1.375 -4.913  -0.723
C23 -0.845 1.413 -3.487  1.401
H15 -1.704 3.286 -2.769  0.442
H16 -3.712 2.784 -3.628  0.386
H17 -3.727 1.361 -2.738  0.436
H18 -3.498 1.563 -5.525  0.429
H19 -3.146 0.133 -4.542  0.268
H20 -1.196 2.326 -5.415  0.354
H21 -0.948 0.585 -5.522  0.405
H22 0.140 1.870 -3.394  -0.195
H23 -0.777 0.406 -3.067  -0.724
N2 0.510 -1.900 5.468  -0.591
C24 0.019 -1.045 4.878  -0.266
C25 -0.616 -0.039 4.078  0.302
C26 -1.942 0.332 4.269  -0.491
C27 -2.500 1.250 3.398  -1.416
C28 -1.727 1.744 2.365  -0.150
N3 -0.449 1.391 2.191  1.349
C29 0.107 0.536 3.040  -0.415
H24 -2.516 -0.092 5.082  0.580
H25 -3.521 1.583 3.509  0.552
H26 -2.130 2.450 1.652  0.364
H27 1.153 0.309 2.902  0.256
S1 -1.399 -1.247 0.637  0.024
C30 -1.820 -2.918 0.767  0.159
N4 -0.934 -3.901 0.844  0.337
C31 -1.296 -5.315 0.906  -0.596
C32 -2.626 -5.448 1.626  -0.711
C33 -3.656 -4.569 0.936  -0.673
N5 -3.122 -3.213 0.814  -0.116
H28 0.039 -3.651 0.748  -0.136
H29 -0.501 -5.839 1.433  0.410
H30 -1.354 -5.722 -0.107  0.320
H31 -2.511 -5.134 2.665  0.309
H32 -2.957 -6.485 1.626  0.379
H33 -4.580 -4.516 1.509  0.394
H34 -3.895 -4.960 -0.057  0.305
H35 -3.754 -2.436 0.710  0.230
Cl4 0.233 4.664 -1.528  -0.185
C34 -0.359 5.171 0.049  1.100
C35 -0.066 4.349 1.121  -1.762
C36 -0.390 4.878 2.367  1.455
Cl5 0.050 3.994 3.795  -0.123
C37 -1.035 6.103 2.526  -0.078
Cl6 -1.442 6.691 4.086  -0.186
C38 -1.359 6.862 1.400  0.572
Cl7 -2.173 8.361 1.566  -0.185
C39 -1.000 6.400 0.135  -0.298
Cl8 -1.350 7.333 -1.268  -0.196

Calculated values
Total charge: +1
HOMO-LUMO gap (alpha / beta) in eV: 7.52 / 5.79
F_max in eV Å⁻¹: 0.56
Multiplicity: 4
<S²>: 3.79

Here is a structure of composition C39H35F12N9O3P2SV at a distorted geometry from OMol25. Energies are from wB97M-V/def2-TZVPD.

Last column: Mulliken charge in e.
Atoms and positions in Å:
V1 -1.663 -0.079 1.455  -1.500
C1 -4.777 2.400 4.214  -1.202
N1 -4.657 2.665 2.786  0.137
C2 -5.818 3.269 2.145  -1.322
C3 -3.626 2.175 2.078  -0.365
N2 -2.739 1.337 2.524  1.032
N3 -3.534 2.651 0.776  0.073
C4 -2.562 2.340 -0.155  0.059
N4 -2.508 3.183 -1.215  -0.377
N5 -1.762 1.342 -0.004  0.604
H1 -5.278 3.249 4.677  0.481
H2 -3.795 2.314 4.673  0.393
H3 -5.351 1.492 4.406  0.354
H4 -6.678 3.117 2.792  0.430
H5 -6.039 2.780 1.197  0.461
H6 -5.692 4.344 1.998  0.335
H7 -2.961 1.002 3.456  0.059
H8 -4.123 3.439 0.554  0.363
H9 -3.232 3.858 -1.385  0.236
H10 -1.980 2.893 -2.021  0.172
H11 -1.056 1.333 -0.741  -1.364
N6 0.635 -2.145 1.303  -0.499
C5 -0.176 -1.248 0.582  0.336
H12 0.663 -2.168 2.314  0.607
F1 -3.958 -0.608 0.866  -0.279
C6 -4.427 -1.307 1.960  0.787
F2 -5.108 -0.405 2.671  -0.218
F3 -5.253 -2.210 1.480  -0.241
S1 -3.142 -2.188 3.053  1.004
O1 -2.868 -3.395 2.339  -0.631
O2 -3.859 -2.233 4.283  -0.732
O3 -1.963 -1.267 3.104  -0.583
F4 7.860 1.138 -1.563  -0.259
C7 7.152 0.661 -2.600  0.720
F5 7.689 -0.514 -2.941  -0.279
F6 7.354 1.505 -3.624  -0.251
C8 5.686 0.557 -2.259  0.304
C9 5.043 1.682 -1.759  -1.091
C10 3.701 1.611 -1.437  -0.515
C11 2.985 0.428 -1.624  0.236
C12 3.637 -0.683 -2.145  0.032
C13 4.989 -0.625 -2.454  -1.021
P1 1.220 0.458 -1.163  1.298
C14 0.828 -1.288 -0.605  1.082
C15 1.804 -1.902 0.459  2.444
C16 2.532 -3.161 0.102  -1.637
C17 2.125 -3.908 -0.919  -0.103
C18 1.040 -3.471 -1.795  -1.032
C19 0.473 -2.270 -1.681  -1.029
C20 2.804 -5.198 -1.284  0.752
F7 3.344 -5.121 -2.515  -0.267
F8 3.784 -5.527 -0.442  -0.286
F9 1.933 -6.215 -1.307  -0.262
C21 0.389 0.607 -2.800  0.826
C22 -0.948 0.219 -2.949  0.328
C23 -1.638 0.457 -4.122  -1.191
C24 -1.004 1.117 -5.168  -0.219
C25 0.321 1.501 -5.045  -1.061
C26 1.014 1.241 -3.870  -1.263
C27 -1.795 1.455 -6.405  0.948
F10 -2.571 2.539 -6.191  -0.270
F11 -2.618 0.462 -6.762  -0.262
F12 -1.016 1.734 -7.455  -0.268
H13 5.596 2.599 -1.612  0.471
H14 3.204 2.481 -1.025  0.411
H15 3.099 -1.599 -2.324  0.605
H16 5.493 -1.493 -2.850  0.569
H17 2.500 -1.161 0.863  -0.893
H18 3.367 -3.460 0.722  0.594
H19 0.742 -4.128 -2.600  0.517
H20 -0.262 -1.983 -2.414  0.528
H21 -1.462 -0.322 -2.162  0.039
H22 -2.653 0.108 -4.235  0.536
H23 0.821 1.990 -5.868  0.491
H24 2.053 1.534 -3.802  0.499
C28 -0.272 1.293 4.409  -1.727
P2 0.123 1.104 2.627  3.122
C29 0.270 2.836 2.082  -1.749
C30 1.857 0.550 2.715  0.248
C31 2.860 1.138 1.950  -0.562
C32 4.165 0.670 2.018  -0.475
C33 4.480 -0.395 2.847  -0.830
C34 3.488 -0.982 3.623  -0.901
C35 2.190 -0.506 3.564  -0.924
H25 -0.723 0.383 4.800  0.458
H26 -0.974 2.117 4.531  0.398
H27 0.634 1.518 4.973  0.516
H28 0.993 3.368 2.701  0.574
H29 -0.706 3.311 2.179  0.404
H30 0.576 2.882 1.039  0.174
H31 2.631 1.962 1.289  0.213
H32 4.933 1.135 1.417  0.523
H33 5.495 -0.759 2.900  0.460
H34 3.730 -1.804 4.280  0.478
H35 1.430 -0.966 4.184  0.590
N7 -1.563 -1.662 0.311  0.786
C36 -2.070 -2.648 -0.163  1.089
C37 -2.656 -3.598 -0.873  0.028
C38 -3.114 -4.839 -0.345  -0.211
N8 -3.490 -5.853 0.029  -0.468
C39 -2.773 -3.292 -2.265  -0.104
N9 -2.838 -2.950 -3.358  -0.493

Calculated values
Total charge: +1
HOMO-LUMO gap (alpha / beta) in eV: 8.24 / 7.85
F_max in eV Å⁻¹: 1.65
Multiplicity: 3
<S²>: 2.05

Here is a structure of composition C39H35F6N4OS2SeTa at a distorted geometry from OMol25. Energies are from wB97M-V/def2-TZVPD.

Last column: Mulliken charge in e.
Atoms and positions in Å:
Ta1 -1.320 -0.860 0.342  -1.153
C1 5.019 2.847 -0.177  -1.571
C2 4.736 1.443 0.376  1.545
C3 5.946 0.958 1.189  -1.723
C4 4.543 0.483 -0.798  -1.670
C5 3.519 1.502 1.300  0.297
C6 3.594 2.292 2.465  -0.122
C7 2.602 2.274 3.413  -1.290
C8 1.475 1.489 3.171  1.165
S1 0.180 1.163 4.264  -0.401
C9 -0.532 0.157 3.100  0.711
N1 0.085 0.072 1.930  1.356
C10 1.309 0.785 1.984  -1.391
C11 2.367 0.768 1.063  -0.403
C12 -1.740 -0.619 3.342  0.216
C13 -2.413 -0.630 4.556  -0.725
C14 -3.568 -1.387 4.676  -0.938
C15 -4.044 -2.112 3.591  -0.913
C16 -3.374 -2.086 2.375  -0.552
C17 -2.194 -1.343 2.232  1.547
H1 5.876 2.816 -0.850  0.468
H2 5.246 3.562 0.613  0.327
H3 4.163 3.230 -0.741  0.261
H4 6.826 0.909 0.546  0.462
H5 5.769 -0.038 1.598  0.363
H6 6.179 1.628 2.016  0.358
H7 5.454 0.460 -1.396  0.494
H8 3.737 0.794 -1.466  0.204
H9 4.346 -0.539 -0.467  0.339
H10 4.479 2.884 2.653  0.518
H11 2.701 2.834 4.333  0.474
H12 2.318 0.105 0.215  -0.046
H13 -2.055 -0.061 5.405  0.504
H14 -4.101 -1.407 5.616  0.441
H15 -4.950 -2.696 3.692  0.482
H16 -3.774 -2.648 1.543  0.517
C18 1.394 -2.626 1.889  -0.714
C19 0.430 -3.559 1.226  0.913
C20 0.668 -4.936 1.419  -1.144
C21 -0.126 -5.866 0.829  -0.973
C22 -1.203 -5.435 0.030  0.796
C23 -2.056 -6.356 -0.621  -0.790
C24 -3.107 -5.920 -1.372  -0.914
C25 -3.350 -4.540 -1.484  -0.616
C26 -2.531 -3.630 -0.861  1.208
S2 -2.888 -1.925 -1.030  -0.623
C27 -1.420 -4.051 -0.099  -0.729
N2 -0.594 -3.107 0.497  0.663
H17 2.321 -3.154 2.103  0.755
H18 0.992 -2.267 2.838  0.158
H19 1.627 -1.773 1.262  -0.536
H20 1.505 -5.225 2.038  0.583
H21 0.055 -6.925 0.964  0.471
H22 -1.857 -7.414 -0.506  0.450
H23 -3.759 -6.621 -1.873  0.426
H24 -4.193 -4.186 -2.063  0.551
C28 -0.634 -0.407 -4.318  -1.138
N3 -0.066 0.658 -3.497  0.248
C29 0.458 0.537 -2.274  -0.572
Se1 0.715 -1.113 -1.372  -0.367
N4 0.804 1.753 -1.836  1.052
C30 0.508 2.705 -2.804  -0.002
C31 0.659 4.087 -2.829  -0.440
C32 0.218 4.726 -3.970  -0.709
C33 -0.353 4.020 -5.042  -0.719
C34 -0.502 2.648 -5.013  -0.653
C35 -0.052 2.006 -3.864  0.803
H25 -0.255 -1.363 -3.970  0.359
H26 -0.330 -0.249 -5.349  0.428
H27 -1.720 -0.389 -4.239  0.346
H28 1.233 1.920 -0.934  -0.209
H29 1.099 4.633 -2.006  0.539
H30 0.315 5.800 -4.044  0.452
H31 -0.683 4.568 -5.914  0.444
H32 -0.942 2.110 -5.841  0.480
C36 -2.402 2.879 -1.490  -1.785
C37 -2.678 1.956 -0.319  1.228
O1 -1.862 0.794 -0.423  1.815
C38 -2.326 2.682 1.003  0.214
F1 -2.882 3.886 1.050  -0.271
F2 -0.990 2.837 1.074  -0.207
F3 -2.704 1.996 2.085  -0.202
C39 -4.148 1.483 -0.341  0.125
F4 -4.967 2.519 -0.175  -0.252
F5 -4.416 0.908 -1.518  -0.246
F6 -4.401 0.584 0.614  -0.114
H33 -1.368 3.220 -1.459  0.266
H34 -3.057 3.746 -1.452  0.549
H35 -2.577 2.348 -2.424  0.458

Calculated values
Total charge: +2
HOMO-LUMO gap in eV: 7.05
F_max in eV Å⁻¹: 1.21
Multiplicity: 1

One value per record, in order, for M: 1075.96; 1050.70; 1013.77 g mol⁻¹.